{"formula": "C37H30N9O2ReS", "method": "ωB97M-V/def2-TZVPD", "symbols": ["Re", "C", "C", "C", "C", "N", "C", "N", "C", "N", "C", "N", "C", "C", "C", "C", "C", "N", "C", "C", "C", "C", "C", "C", "H", "H", "H", "H", "H", "H", "H", "H", "H", "H", "H", "H", "O", "C", "O", "C", "C", "C", "C", "C", "C", "N", "C", "C", "C", "C", "C", "C", "N", "H", "H", "H", "H", "H", "H", "H", "H", "H", "H", "C", "C", "C", "C", "N", "C", "S", "N", "C", "H", "H", "H", "H", "H", "H", "H", "H"], "positions_angstrom": [[-0.240, 0.138, 0.779], [2.341, 2.419, 3.482], [2.734, 3.546, 2.762], [2.191, 3.757, 1.516], [1.251, 2.870, 0.984], [0.885, 1.763, 1.692], [1.442, 1.562, 2.908], [0.738, 3.235, -0.254], [-0.328, 2.738, -0.736], [-1.025, 1.678, -0.117], [-2.349, 1.666, -0.605], [-3.338, 1.104, -0.028], [-3.258, 0.613, 1.257], [-4.460, 0.542, 1.965], [-4.457, 0.244, 3.305], [-3.236, 0.017, 3.946], [-2.090, 0.046, 3.199], [-2.078, 0.304, 1.870], [-2.378, 2.542, -1.781], [-3.395, 2.808, -2.676], [-3.138, 3.744, -3.674], [-1.907, 4.391, -3.757], [-0.892, 4.134, -2.842], [-1.142, 3.199, -1.862], [2.729, 2.215, 4.472], [3.452, 4.244, 3.174], [2.454, 4.613, 0.909], [1.135, 0.665, 3.433], [-5.371, 0.780, 1.431], [-5.385, 0.210, 3.862], [-3.183, -0.182, 5.008], [-1.129, -0.123, 3.665], [-4.352, 2.306, -2.599], [-3.912, 3.980, -4.392], [-1.740, 5.107, -4.549], [0.063, 4.643, -2.914], [-3.034, 0.440, -6.870], [-2.354, 1.099, -5.927], [-2.056, 2.250, -6.055], [-1.994, 0.370, -4.652], [-0.780, 0.692, -4.055], [-0.459, 0.188, -2.810], [-1.361, -0.634, -2.143], [-2.567, -0.971, -2.741], [-2.878, -0.476, -3.999], [-1.091, -1.107, -0.803], [-1.365, -2.314, -0.505], [-1.034, -2.771, 0.839], [-1.428, -3.994, 1.327], [-1.085, -4.344, 2.632], [-0.319, -3.463, 3.373], [0.068, -2.263, 2.801], [-0.299, -1.901, 1.566], [-3.122, -0.503, -6.701], [-0.099, 1.356, -4.572], [0.493, 0.436, -2.366], [-3.297, -1.570, -2.203], [-3.838, -0.718, -4.439], [-1.771, -3.008, -1.235], [-2.015, -4.656, 0.700], [-1.406, -5.289, 3.053], [-0.009, -3.698, 4.383], [0.715, -1.581, 3.338], [6.831, -1.518, -0.384], [5.526, -1.818, 0.273], [5.341, -2.768, 1.240], [4.063, -2.966, 1.753], [3.007, -2.211, 1.369], [3.196, -1.298, 0.442], [1.994, -0.281, -0.296], [4.433, -1.119, -0.106], [3.820, -4.043, 2.757], [7.340, -2.443, -0.651], [7.482, -0.987, 0.315], [6.715, -0.905, -1.277], [6.176, -3.366, 1.581], [4.527, -0.439, -0.851], [4.464, -4.900, 2.565], [2.779, -4.354, 2.739], [4.058, -3.676, 3.761]], "s_squared": 0.79, "homo_lumo_gap_ev": [5.3, 5.8], "charge": 3, "multiplicity": 2}

{"formula": "C8H10O2S2", "method": "ωB97M-V/def2-TZVPD", "symbols": ["C", "C", "C", "C", "C", "C", "C", "C", "O", "O", "S", "S", "H", "H", "H", "H", "H", "H", "H", "H", "H", "H"], "positions_angstrom": [[-1.587, 0.299, -1.012], [0.677, -0.335, -1.767], [-2.883, 0.318, -1.213], [-0.580, 0.499, -2.063], [0.479, 0.191, 1.837], [0.795, -0.601, -0.309], [0.273, 0.977, 3.080], [1.437, -2.064, -0.020], [1.530, -0.571, -2.585], [1.304, 1.979, 0.024], [-0.743, -0.309, 0.625], [1.738, 0.675, 0.625], [-3.254, 0.688, -2.175], [-3.546, -0.035, -0.403], [-0.947, 0.162, -3.034], [-0.131, 1.548, -2.058], [-0.604, 0.716, 3.694], [0.261, 2.133, 2.988], [1.194, 0.832, 3.603], [2.318, -2.353, -0.574], [0.610, -2.678, -0.234], [1.658, -2.072, 0.970]], "homo_lumo_gap_ev": [7.5, 7.5]}

{"formula": "C4H14NS2", "method": "ωB97M-V/def2-TZVPD", "symbols": ["C", "S", "S", "C", "H", "H", "H", "H", "H", "H", "C", "C", "N", "H", "H", "H", "H", "H", "H", "H", "H"], "positions_angstrom": [[-1.796, 1.152, 1.002], [-1.320, 0.276, -0.496], [-1.119, -1.719, 0.018], [-0.505, -1.692, 1.687], [-2.543, 0.565, 1.528], [-0.946, 1.426, 1.623], [-2.235, 2.076, 0.624], [-1.127, -1.159, 2.405], [-0.482, -2.725, 2.037], [0.509, -1.298, 1.816], [2.025, 2.325, -0.710], [2.663, 1.003, -0.315], [1.892, -0.143, -0.893], [2.603, 3.134, -0.264], [2.031, 2.469, -1.791], [1.002, 2.422, -0.353], [3.675, 0.931, -0.706], [2.671, 0.910, 0.769], [0.874, -0.109, -0.654], [2.262, -1.029, -0.537], [2.012, -0.243, -1.905]], "homo_lumo_gap_ev": 8.8, "charge": 1}

{"formula": "C3H7NOS", "method": "ωB97M-V/def2-TZVPD", "symbols": ["C", "C", "C", "H", "H", "H", "H", "H", "H", "H", "N", "O", "S"], "positions_angstrom": [[2.103, -0.821, -0.102], [-0.515, 1.319, -0.489], [-1.620, 0.524, 0.457], [2.228, -1.277, 1.251], [2.489, -1.544, -0.988], [2.425, 0.537, 0.119], [-0.681, 2.281, -0.928], [-2.564, 1.157, 0.629], [-1.422, 0.414, 1.470], [-1.334, -1.974, -0.063], [0.630, 0.830, -0.579], [0.624, -0.649, -0.321], [-2.363, -0.796, -0.456]], "homo_lumo_gap_ev": 9.3}

{"formula": "C4H36NO15", "method": "ωB97M-V/def2-TZVPD", "symbols": ["O", "C", "C", "C", "C", "O", "N", "H", "H", "H", "H", "H", "H", "H", "H", "H", "H", "H", "H", "O", "H", "H", "O", "H", "H", "O", "H", "H", "O", "H", "H", "O", "H", "H", "O", "H", "H", "O", "H", "H", "O", "H", "H", "O", "H", "H", "O", "H", "H", "O", "H", "H", "O", "H", "H", "O"], "positions_angstrom": [[-2.643, -0.134, -1.658], [-1.777, -0.138, -0.478], [-0.420, 0.497, -0.973], [0.331, 1.216, 0.177], [1.632, 1.755, -0.346], [0.610, 0.206, 1.080], [0.431, -0.633, -1.400], [-1.805, -1.121, -0.147], [-0.699, 1.108, -1.864], [-0.183, 2.005, 0.737], [2.400, 0.927, -0.162], [1.663, 2.023, -1.434], [1.780, 2.801, 0.057], [1.338, 0.409, 1.695], [-0.094, -1.271, -2.110], [0.769, -1.309, -0.720], [1.239, -0.367, -1.927], [4.925, -1.538, 0.362], [3.578, -1.004, -0.126], [4.426, -0.638, 0.272], [3.635, -0.346, 2.076], [3.980, 1.026, 2.474], [3.236, 0.482, 2.228], [-1.147, 2.039, 4.107], [-0.759, 1.144, 3.016], [-1.058, 2.075, 3.094], [2.216, -0.005, -3.688], [3.523, -0.728, -3.006], [2.629, -0.579, -2.982], [-2.436, 1.564, 0.450], [-3.770, 3.146, -0.290], [-2.443, 0.496, 0.472], [-0.780, -0.746, 2.011], [-2.100, -0.896, 2.690], [-1.190, -0.559, 2.899], [-0.801, -3.163, 1.548], [-0.152, -3.744, 0.273], [-1.030, -3.347, 0.586], [2.311, -2.464, 1.994], [1.229, -1.913, 1.186], [2.097, -2.446, 1.068], [-0.694, -2.243, 3.388], [-0.285, -3.773, 3.565], [-0.098, -2.922, 3.081], [-0.130, 1.628, -4.241], [0.000, 0.133, -4.685], [0.298, 0.840, -4.078], [-1.873, 3.168, 1.832], [-1.871, 3.695, 0.565], [-2.535, 3.263, 1.142], [-2.086, -1.204, -3.069], [-1.538, -2.311, -4.006], [-1.305, -1.542, -3.554], [-4.975, 2.470, -0.675], [-3.479, 0.464, -1.503], [-4.119, 2.506, -1.005]], "homo_lumo_gap_ev": 10.8, "charge": 1}

{"formula": "C11H14N", "method": "ωB97M-V/def2-TZVPD", "symbols": ["C", "C", "C", "C", "C", "C", "C", "C", "C", "C", "C", "N", "H", "H", "H", "H", "H", "H", "H", "H", "H", "H", "H", "H", "H", "H"], "positions_angstrom": [[0.034, -2.470, 2.038], [-0.654, -2.062, 1.157], [-2.965, -0.504, -1.432], [-2.237, 0.676, -1.527], [-2.495, -1.539, -0.524], [-0.977, 1.058, -0.965], [-1.409, -1.508, 0.174], [1.815, 1.580, -0.778], [1.837, -0.814, 0.117], [0.968, 1.253, 1.460], [1.095, 0.556, 0.083], [-0.239, 0.273, -0.246], [0.805, -2.945, 2.581], [-3.761, -0.860, -2.041], [-2.925, 1.392, -2.008], [-3.279, -2.257, -0.256], [-0.485, 2.021, -1.219], [1.536, 2.517, -0.239], [2.818, 1.462, -0.589], [1.520, 1.621, -1.803], [2.978, -0.728, 0.368], [1.457, -1.501, 0.876], [1.779, -1.395, -0.853], [0.502, 2.211, 1.584], [0.296, 0.703, 2.180], [1.987, 1.261, 1.864]], "homo_lumo_gap_ev": 8.1, "charge": 1}

{"formula": "C16H23O", "method": "ωB97M-V/def2-TZVPD", "symbols": ["C", "O", "C", "C", "C", "C", "C", "C", "C", "H", "H", "H", "H", "H", "H", "H", "H", "H", "C", "C", "C", "C", "C", "C", "C", "C", "H", "H", "H", "H", "H", "H", "H", "H", "H", "H", "H", "H", "H", "H"], "positions_angstrom": [[-2.044, 2.484, 3.081], [-0.892, 1.630, 2.931], [0.078, 2.066, 2.177], [1.246, 1.273, 2.009], [2.313, 1.749, 1.199], [3.446, 0.964, 1.027], [3.536, -0.293, 1.653], [2.483, -0.764, 2.457], [1.344, 0.001, 2.645], [-2.743, 1.955, 3.727], [-1.744, 3.438, 3.530], [-2.491, 2.674, 2.096], [-0.055, 3.059, 1.720], [2.193, 2.733, 0.738], [4.270, 1.326, 0.404], [4.428, -0.903, 1.513], [2.554, -1.742, 2.944], [0.510, -0.334, 3.263], [-1.820, 6.271, -2.150], [-2.904, 5.581, -1.754], [-4.293, 6.043, -2.108], [-2.757, 4.274, -1.002], [-2.686, 3.049, -1.943], [-2.574, 1.739, -1.194], [-3.846, 1.064, -0.762], [-1.371, 1.224, -0.883], [-0.813, 5.919, -1.917], [-1.930, 7.202, -2.706], [-5.059, 5.358, -1.730], [-4.489, 7.040, -1.692], [-4.420, 6.131, -3.196], [-1.839, 4.297, -0.397], [-3.618, 4.148, -0.327], [-3.596, 3.037, -2.562], [-1.818, 3.173, -2.605], [-4.734, 1.619, -1.085], [-3.912, 0.048, -1.174], [-3.890, 0.959, 0.332], [-1.287, 0.274, -0.353], [-0.447, 1.707, -1.212]], "homo_lumo_gap_ev": 5.9, "charge": 1}

{"formula": "C17H40BeCl3FI2Li2N3O7P", "method": "ωB97M-V/def2-TZVPD", "symbols": ["C", "C", "I", "C", "I", "N", "C", "N", "C", "C", "N", "H", "H", "H", "H", "H", "H", "H", "H", "H", "H", "H", "H", "C", "O", "H", "H", "H", "Be", "C", "C", "O", "H", "H", "H", "H", "H", "Cl", "C", "C", "Cl", "H", "H", "H", "H", "O", "P", "O", "C", "C", "O", "C", "C", "O", "C", "C", "H", "H", "H", "H", "H", "H", "H", "H", "H", "H", "H", "H", "H", "H", "H", "O", "H", "F", "Li", "Li", "Cl"], "positions_angstrom": [[1.097, -4.176, 2.277], [0.040, -3.345, 1.527], [0.923, -2.092, 0.050], [-0.698, -2.512, 2.587], [0.273, -0.653, 3.042], [-2.048, -2.078, 2.195], [-3.031, -2.782, 1.742], [-4.368, -2.231, 1.785], [-5.058, -3.502, 2.202], [-4.405, -4.542, 1.271], [-3.008, -4.005, 1.155], [0.579, -4.965, 2.827], [1.633, -3.530, 2.971], [1.799, -4.619, 1.574], [-0.618, -4.039, 1.016], [-0.716, -3.045, 3.536], [-2.244, -1.096, 2.365], [-4.629, -2.143, 0.791], [-4.630, -3.653, 3.208], [-6.138, -3.442, 2.133], [-4.277, -5.506, 1.760], [-4.845, -4.621, 0.277], [-2.561, -4.040, 0.247], [-3.697, -1.947, 5.407], [-4.752, -2.672, 5.607], [-3.046, -1.730, 6.280], [-2.938, -2.434, 4.679], [-3.878, -0.959, 4.904], [3.014, -5.487, 3.991], [3.306, 2.318, 3.080], [2.102, 3.113, 3.686], [1.077, 2.288, 3.901], [3.024, 1.858, 2.133], [4.135, 3.006, 2.899], [3.633, 1.546, 3.776], [1.905, 3.924, 2.953], [2.492, 3.628, 4.583], [-7.376, -4.418, -0.701], [-8.209, -5.342, 0.589], [-9.471, -4.653, 1.034], [-9.116, -3.132, 1.891], [-7.514, -5.463, 1.416], [-8.435, -6.323, 0.178], [-10.010, -5.297, 1.727], [-10.119, -4.423, 0.192], [4.193, 5.011, -2.274], [4.248, 3.742, -3.016], [4.244, 2.524, -1.966], [3.075, 2.446, -1.123], [1.805, 2.162, -1.906], [5.740, 3.667, -3.703], [6.664, 4.737, -3.500], [7.463, 4.570, -2.222], [3.526, 2.988, -4.213], [2.451, 3.620, -5.001], [2.916, 4.941, -5.549], [2.966, 3.385, -0.574], [3.288, 1.661, -0.396], [1.505, 3.014, -2.524], [0.970, 1.963, -1.232], [1.937, 1.307, -2.573], [6.143, 5.694, -3.507], [7.338, 4.732, -4.362], [6.822, 4.257, -1.400], [7.953, 5.505, -1.948], [8.231, 3.804, -2.345], [1.523, 3.712, -4.376], [2.235, 2.918, -5.806], [3.155, 5.662, -4.762], [2.179, 5.378, -6.218], [3.861, 4.762, -6.081], [2.513, 4.667, -8.671], [3.435, 4.481, -8.847], [0.030, 3.856, -3.761], [-3.657, -1.022, -0.153], [4.984, 3.736, -6.987], [-2.937, -4.665, 4.254]], "homo_lumo_gap_ev": 1.0}

{"formula": "C4H3I2NO", "method": "ωB97M-V/def2-TZVPD", "symbols": ["C", "C", "C", "C", "N", "O", "I", "I", "H", "H", "H"], "positions_angstrom": [[-1.084, -0.774, -3.339], [-1.646, 0.401, -3.196], [0.299, -0.205, 0.186], [1.032, -0.699, -1.007], [-0.597, -1.852, -3.495], [-2.243, 1.402, -3.113], [2.708, 0.445, -1.584], [1.029, -2.691, -1.522], [0.906, -0.183, 1.099], [-0.580, -0.819, 0.371], [-0.020, 0.828, 0.005]], "homo_lumo_gap_ev": [5.0, 5.0]}

{"formula": "C2H5NS2", "method": "ωB97M-V/def2-TZVPD", "symbols": ["C", "S", "C", "N", "S", "H", "H", "H", "H", "H"], "positions_angstrom": [[-1.645, -0.117, 0.017], [-0.053, -0.731, -0.295], [0.681, 0.661, -0.091], [1.962, 0.851, -0.175], [2.993, -0.461, -0.119], [-2.418, -1.023, 0.159], [-1.787, 0.573, 0.891], [-2.175, 0.397, -0.806], [0.063, 1.500, -0.279], [2.379, -1.650, 0.698]], "homo_lumo_gap_ev": 8.7, "smiles": "CS/C=N\\S"}

{"formula": "C6H10", "method": "ωB97M-V/def2-TZVPD", "symbols": ["C", "C", "C", "C", "C", "C", "H", "H", "H", "H", "H", "H", "H", "H", "H", "H"], "positions_angstrom": [[-0.978, -0.561, 1.386], [-0.440, 0.498, 0.426], [1.028, 0.839, 0.679], [0.550, 0.680, -1.861], [0.484, -0.787, -1.659], [-0.533, 0.096, -1.036], [-0.864, -0.240, 2.429], [-2.042, -0.759, 1.206], [-0.436, -1.505, 1.261], [-1.025, 1.420, 0.547], [1.177, 1.539, 1.449], [1.684, -0.014, 0.817], [1.455, 1.407, -0.306], [1.258, -1.266, -1.121], [0.214, -1.364, -2.518], [-1.521, 0.079, -1.475]], "homo_lumo_gap_ev": 8.6}

{"formula": "C18H18MnN3O5", "method": "ωB97M-V/def2-TZVPD", "symbols": ["Mn", "C", "O", "C", "C", "C", "C", "C", "C", "N", "N", "C", "O", "C", "C", "C", "C", "C", "C", "C", "O", "H", "H", "H", "H", "H", "H", "H", "H", "H", "H", "H", "H", "N", "C", "C", "C", "O", "O", "H", "H", "H", "H", "H", "H"], "positions_angstrom": [[0.218, -0.153, -0.400], [-0.751, -4.165, -1.743], [-0.480, -4.816, -0.509], [-0.567, -4.133, 0.675], [-0.773, -4.916, 1.784], [-0.873, -4.361, 3.064], [-0.774, -3.000, 3.205], [-0.544, -2.170, 2.097], [-0.486, -0.746, 2.348], [-0.238, 0.130, 1.464], [-0.316, 1.473, 1.858], [-0.215, 2.204, 0.787], [-0.115, 1.767, -0.418], [-0.241, 3.685, 0.985], [-0.548, 4.521, -0.079], [-0.549, 5.901, 0.088], [-0.225, 6.454, 1.320], [0.092, 5.620, 2.382], [0.078, 4.241, 2.216], [-0.413, -2.720, 0.788], [-0.186, -2.006, -0.267], [-0.843, -4.967, -2.474], [0.047, -3.486, -2.031], [-1.686, -3.604, -1.699], [-0.859, -5.985, 1.626], [-1.036, -4.995, 3.926], [-0.869, -2.542, 4.184], [-0.694, -0.388, 3.358], [-0.775, 4.071, -1.036], [-0.793, 6.545, -0.748], [-0.212, 7.530, 1.448], [0.361, 6.045, 3.342], [0.323, 3.577, 3.034], [-0.045, -0.134, -2.604], [1.221, 0.169, -3.293], [2.303, -0.798, -2.831], [2.981, -0.276, -1.567], [4.185, -0.029, -1.608], [2.220, -0.126, -0.547], [-0.430, -1.007, -2.950], [-0.723, 0.599, -2.775], [1.491, 1.189, -3.020], [1.112, 0.135, -4.382], [3.056, -0.942, -3.603], [1.841, -1.764, -2.600]], "s_squared": 0.79, "homo_lumo_gap_ev": [7.0, 6.5], "charge": -1, "multiplicity": 2}